Record 1
This record from the OMol25 dataset describes C26H22BrCdN5O6Se as an isolated structure. The level of theory is the ωB97M-V functional and the def2-TZVPD basis.

Calculated values
E_HOMO = -0.3158 hartree
HOMO-LUMO gap = 8.52 eV
LUMO energy = -0.1 eV

Atoms and positions in Å:
1 Cd 1.176 0.928 0.411
2 O -1.502 2.215 3.519
3 C -0.930 1.637 2.597
4 O -0.440 2.148 1.538
5 C -0.740 0.121 2.742
6 C -1.402 -0.668 3.669
7 C -1.106 -2.025 3.703
8 C -0.159 -2.558 2.835
9 C 0.462 -1.702 1.940
10 N 0.154 -0.412 1.923
11 C 1.532 -2.142 0.925
12 O 1.920 -3.299 1.001
13 O 1.923 -1.230 0.121
14 H -2.119 -0.209 4.335
15 H -1.615 -2.671 4.409
16 H 0.106 -3.606 2.827
17 C 2.369 3.523 -1.947
18 O 1.515 2.391 -1.813
19 C 0.886 1.942 -2.931
20 C 1.112 2.406 -4.210
21 C 0.407 1.837 -5.268
22 Br 0.721 2.480 -7.020
23 C -0.498 0.825 -5.069
24 C -0.734 0.353 -3.771
25 C -0.048 0.920 -2.701
26 O -0.236 0.535 -1.425
27 C -1.666 -0.735 -3.492
28 N -1.892 -1.185 -2.280
29 C -2.801 -2.220 -2.414
30 C -3.373 -3.047 -1.450
31 C -4.261 -4.009 -1.884
32 C -4.580 -4.155 -3.243
33 C -4.020 -3.342 -4.209
34 C -3.126 -2.375 -3.766
35 N -2.386 -1.412 -4.430
36 H 1.818 4.366 -2.367
37 H 3.230 3.285 -2.573
38 H 2.699 3.772 -0.943
39 H 1.824 3.194 -4.403
40 H -1.020 0.405 -5.917
41 H -0.898 -0.232 -1.423
42 H -3.120 -2.932 -0.405
43 H -4.723 -4.671 -1.163
44 H -5.280 -4.924 -3.540
45 H -4.265 -3.458 -5.256
46 H -2.367 -1.254 -5.420
47 C 1.322 3.604 3.630
48 N 1.812 2.247 3.846
49 C 1.483 1.436 4.908
50 C 2.135 0.266 4.731
51 N 2.851 0.376 3.559
52 C 3.690 -0.662 2.969
53 C 2.641 1.588 3.020
54 Se 3.311 2.196 1.377
55 H 0.569 3.811 4.384
56 H 0.858 3.663 2.648
57 H 2.152 4.304 3.705
58 H 0.797 1.758 5.670
59 H 2.144 -0.634 5.319
60 H 3.511 -1.592 3.503
61 H 4.738 -0.380 3.050
62 H 3.437 -0.791 1.918

Record 2
This record from the OMol25 dataset describes C26H22BrN4O2PdS as an isolated structure. The level of theory is the ωB97M-V functional and the def2-TZVPD basis.

Calculated values
E_HOMO = -0.4005 hartree
Net charge = +1
HOMO-LUMO gap = 7.15 eV
LUMO energy = -3.7 eV

Atoms and positions in Å:
1 Pd 0.309 0.611 -0.001
2 O -0.989 0.837 -1.506
3 C -2.303 0.989 -1.253
4 C -3.145 0.713 -2.336
5 C -4.509 0.917 -2.266
6 C -5.090 1.409 -1.102
7 C -4.278 1.678 -0.024
8 C -2.888 1.477 -0.059
9 C -2.197 1.755 1.194
10 N -0.975 1.506 1.427
11 C -0.365 1.643 2.750
12 C 1.154 1.459 2.614
13 N 1.357 0.350 1.674
14 C 1.743 -0.810 2.084
15 C 1.420 -2.058 1.476
16 C 2.140 -3.216 1.839
17 C 1.711 -4.458 1.460
18 C 0.504 -4.571 0.753
19 C -0.234 -3.464 0.411
20 C 0.216 -2.172 0.738
21 O -0.533 -1.150 0.382
22 H -2.685 0.319 -3.234
23 H -5.125 0.683 -3.124
24 H -6.157 1.568 -1.039
25 H -4.717 2.049 0.895
26 H -2.821 2.170 1.990
27 H -0.759 0.846 3.386
28 H -0.604 2.605 3.208
29 H 1.592 1.212 3.583
30 H 1.622 2.361 2.230
31 H 2.278 -0.837 3.034
32 H 3.047 -3.103 2.421
33 H 2.278 -5.341 1.719
34 H 0.141 -5.551 0.473
35 H -1.168 -3.552 -0.128
36 Br 4.263 -2.538 -4.349
37 C 3.173 -1.623 -3.106
38 C 1.861 -2.026 -2.921
39 C 1.062 -1.354 -2.006
40 C 1.584 -0.296 -1.276
41 C 2.887 0.120 -1.485
42 C 3.692 -0.555 -2.398
43 H 1.458 -2.853 -3.488
44 H 0.027 -1.650 -1.894
45 H 3.321 0.943 -0.935
46 H 4.715 -0.241 -2.552
47 S 1.406 2.692 -0.325
48 C 0.544 3.726 -1.391
49 N -0.344 3.243 -2.284
50 C -0.993 4.047 -3.144
51 C -0.716 5.382 -3.149
52 C 0.235 5.822 -2.220
53 N 0.839 5.027 -1.357
54 H -0.564 2.216 -2.208
55 H -1.709 3.568 -3.798
56 H -1.207 6.060 -3.829
57 H 0.509 6.869 -2.171

Record 3
This record from the OMol25 dataset describes C26H22CrFN7O2 as an isolated structure in a non-equilibrium geometry. The level of theory is the ωB97M-V functional and the def2-TZVPD basis.

Calculated values
E_HOMO (alpha / beta) = -0.1017 / -0.1002 hartree
2S+1 = 4
Net charge = -1
HOMO-LUMO gap (alpha / beta) = 5.44 / 5.39 eV
LUMO energy (alpha / beta) = 2.7 / 2.7 eV

Atoms and positions in Å:
1 Cr -0.323 0.167 0.595
2 O 0.219 -5.051 -1.033
3 C 1.177 -4.715 -1.907
4 C 1.780 -5.744 -2.663
5 C 2.836 -5.411 -3.528
6 C 3.213 -4.055 -3.684
7 C 2.601 -3.053 -2.924
8 C 1.627 -3.365 -1.993
9 C 1.024 -2.257 -1.187
10 O -0.284 -2.418 -0.915
11 N 1.803 -1.300 -0.944
12 N 1.316 -0.106 -0.396
13 C 2.299 0.880 -0.257
14 C 1.979 1.976 0.519
15 C 2.805 3.083 0.659
16 C 2.446 4.133 1.429
17 C 1.199 4.045 2.104
18 C 0.366 2.934 1.914
19 N 0.729 1.867 1.118
20 H -0.297 -4.264 -0.854
21 H 1.375 -6.714 -2.560
22 H 3.240 -6.238 -4.090
23 H 4.030 -3.905 -4.314
24 H 2.892 -2.045 -3.062
25 H 3.295 0.731 -0.622
26 H 3.758 3.148 0.108
27 H 3.048 5.024 1.530
28 H 0.837 4.723 2.825
29 H -0.575 2.788 2.458
30 N -0.575 2.494 -2.059
31 C -0.158 3.404 -3.050
32 C -1.129 4.338 -3.208
33 N -2.220 4.025 -2.465
34 C -1.853 2.896 -1.749
35 C -2.675 2.251 -0.689
36 N -2.282 1.497 0.330
37 C -3.411 1.292 1.168
38 C -4.469 2.042 0.653
39 N -3.949 2.612 -0.510
40 H -0.008 1.784 -1.591
41 H 0.818 3.294 -3.455
42 H -1.132 5.215 -3.872
43 H -3.343 0.608 1.957
44 H -5.508 2.184 0.950
45 H -4.338 3.248 -1.206
46 F -1.086 -2.362 6.153
47 C -0.875 -1.762 4.942
48 C -1.881 -2.071 4.063
49 C -1.828 -1.479 2.780
50 C -0.790 -0.643 2.480
51 C 0.172 -0.296 3.436
52 C 0.144 -0.915 4.668
53 H -2.691 -2.652 4.444
54 H -2.592 -1.704 2.079
55 H 1.041 0.357 3.172
56 H 0.990 -0.645 5.330
57 C -1.206 -1.260 -0.817
58 H -1.438 -0.922 -1.837
59 H -2.142 -1.684 -0.427

Record 4
This record from the OMol25 dataset describes C26H22IrN7S3 as an isolated structure. The level of theory is the ωB97M-V functional and the def2-TZVPD basis.

Calculated values
E_HOMO (alpha / beta) = -0.3900 / -0.3925 hartree
2S+1 = 2
Net charge = +1
HOMO-LUMO gap (alpha / beta) = 7.04 / 5.12 eV
LUMO energy (alpha / beta) = -3.6 / -5.6 eV

Atoms and positions in Å:
1 Ir 0.149 0.146 0.201
2 S 0.066 1.030 2.449
3 C -0.046 -0.363 3.386
4 C 0.015 -0.203 4.810
5 N 0.090 -0.049 5.946
6 C -0.225 -1.630 2.833
7 S -0.337 -1.877 1.174
8 C -0.370 -2.776 3.681
9 N -0.489 -3.696 4.359
10 C 1.229 3.328 0.845
11 C 0.998 3.050 -0.607
12 C 1.190 4.130 -1.498
13 C 1.054 3.955 -2.837
14 C 0.758 2.672 -3.339
15 C 0.661 2.424 -4.724
16 C 0.409 1.160 -5.174
17 C 0.256 0.108 -4.258
18 C 0.335 0.322 -2.901
19 S 0.212 -1.020 -1.795
20 C 0.573 1.626 -2.409
21 N 0.654 1.841 -1.037
22 H 1.693 4.303 0.965
23 H 1.880 2.576 1.285
24 H 0.296 3.342 1.411
25 H 1.445 5.096 -1.087
26 H 1.193 4.779 -3.527
27 H 0.798 3.249 -5.412
28 H 0.338 0.957 -6.234
29 H 0.077 -0.897 -4.619
30 N 2.116 -0.194 0.443
31 C 3.167 -0.670 0.367
32 N 4.351 -1.188 0.321
33 C 5.002 -1.724 1.535
34 C 5.423 -3.165 1.290
35 C 6.293 -3.262 0.037
36 C 5.542 -2.717 -1.178
37 C 5.107 -1.278 -0.943
38 H 4.306 -1.633 2.367
39 H 5.873 -1.098 1.746
40 H 4.528 -3.780 1.165
41 H 5.955 -3.532 2.168
42 H 6.586 -4.297 -0.137
43 H 7.212 -2.687 0.186
44 H 4.659 -3.331 -1.371
45 H 6.168 -2.750 -2.070
46 H 4.474 -0.907 -1.748
47 H 5.977 -0.622 -0.858
48 N -7.098 1.661 -0.574
49 C -5.982 1.419 -0.465
50 C -4.579 1.121 -0.341
51 C -4.089 -0.133 -0.677
52 C -2.736 -0.376 -0.549
53 N -1.877 0.553 -0.107
54 C -2.358 1.766 0.210
55 C -3.692 2.092 0.108
56 H -4.748 -0.912 -1.031
57 H -2.317 -1.331 -0.823
58 H -1.639 2.498 0.548
59 H -4.033 3.081 0.377

Record 5
This record from the OMol25 dataset describes C26H22N3O4Re as an isolated structure in a non-equilibrium geometry. The level of theory is the ωB97M-V functional and the def2-TZVPD basis.

Calculated values
E_HOMO (alpha / beta) = -0.5252 / -0.5252 hartree
Net charge = +2
HOMO-LUMO gap (alpha / beta) = 5.86 / 5.86 eV
LUMO energy (alpha / beta) = -8.4 / -8.4 eV

Atoms and positions in Å:
1 Re -0.048 -0.741 -1.571
2 C -2.010 0.062 -4.270
3 O -1.479 0.423 -2.956
4 C -1.825 1.678 -2.464
5 C -2.388 2.694 -3.211
6 C -2.701 3.880 -2.562
7 C -2.459 4.037 -1.200
8 C -1.899 3.008 -0.466
9 C -1.573 1.825 -1.115
10 N -0.949 0.701 -0.489
11 N -1.029 0.715 0.814
12 C -0.837 -0.392 1.512
13 C -0.916 -1.732 0.945
14 O -0.943 -1.922 -0.335
15 C -1.070 -2.854 1.784
16 C -1.000 -2.698 3.129
17 C -0.848 -1.416 3.758
18 C -0.782 -1.312 5.151
19 C -0.696 -0.073 5.748
20 C -0.684 1.081 4.961
21 C -0.737 0.995 3.584
22 C -0.814 -0.254 2.966
23 H -3.056 0.353 -4.302
24 H -1.444 0.568 -5.050
25 H -1.927 -1.013 -4.361
26 H -2.588 2.579 -4.266
27 H -3.146 4.686 -3.129
28 H -2.706 4.970 -0.712
29 H -1.709 3.109 0.592
30 H -1.202 -3.820 1.317
31 H -1.069 -3.572 3.767
32 H -0.805 -2.212 5.753
33 H -0.649 0.007 6.825
34 H -0.637 2.052 5.435
35 H -0.728 1.892 2.982
36 N 1.323 -0.128 -3.187
37 C 1.331 -1.082 -4.333
38 C 0.253 -2.128 -4.131
39 O -0.249 -2.763 -4.999
40 O -0.070 -2.241 -2.816
41 H 1.087 0.812 -3.497
42 H 2.249 -0.073 -2.781
43 H 2.287 -1.603 -4.365
44 H 1.174 -0.577 -5.282
45 C 1.318 -0.657 -0.488
46 C 2.368 -0.622 0.448
47 C 2.571 0.527 1.237
48 C 3.553 0.516 2.203
49 C 4.328 -0.630 2.387
50 C 4.139 -1.766 1.605
51 C 3.160 -1.772 0.633
52 H 1.961 1.407 1.072
53 H 3.726 1.391 2.814
54 H 5.094 -0.634 3.151
55 H 4.759 -2.639 1.755
56 H 2.993 -2.642 0.012

Record 6
This record from the OMol25 dataset describes one molecule with the formula C26H22N6O3 in a non-equilibrium geometry. The level of theory is the ωB97M-V functional and the def2-TZVPD basis.

Calculated values
E_HOMO = -0.2808 hartree
HOMO-LUMO gap = 7.49 eV
LUMO energy = -0.1 eV

Atoms and positions in Å:
1 O -0.522 1.296 -1.729
2 C 0.287 1.767 -0.958
3 N 0.557 3.110 -0.929
4 C 1.419 3.768 0.036
5 H 1.068 3.572 1.060
6 H 2.453 3.411 -0.064
7 C 1.403 5.279 -0.199
8 N 0.053 5.784 -0.163
9 C -0.314 6.704 0.774
10 N 0.663 7.191 1.546
11 C 0.366 8.108 2.450
12 C -0.907 8.604 2.655
13 C -1.928 8.102 1.855
14 C -1.643 7.145 0.906
15 H -2.426 6.751 0.279
16 H -2.941 8.457 1.976
17 H -1.098 9.353 3.406
18 H 1.207 8.454 3.038
19 C -0.929 5.051 -0.937
20 H -1.471 5.732 -1.604
21 C -0.236 3.980 -1.773
22 H -0.977 3.353 -2.272
23 H 0.397 4.443 -2.538
24 H -1.656 4.569 -0.269
25 H 1.867 5.511 -1.164
26 H 1.958 5.789 0.590
27 N 1.024 1.023 -0.061
28 C 1.009 -0.357 0.124
29 C 0.204 -1.216 -0.589
30 C 0.266 -2.595 -0.331
31 N -0.447 -3.450 -1.088
32 C -0.393 -4.733 -0.818
33 C 0.327 -5.212 0.330
34 N 1.101 -4.401 1.018
35 C 1.126 -3.100 0.686
36 C 1.954 -2.200 1.385
37 C 1.892 -0.867 1.107
38 H 2.523 -0.174 1.648
39 H 2.616 -2.591 2.142
40 C 0.221 -6.562 0.841
41 C 1.062 -7.227 1.702
42 C 0.482 -8.494 1.919
43 C -0.670 -8.506 1.190
44 O -0.836 -7.349 0.537
45 H -1.429 -9.252 1.061
46 H 0.864 -9.284 2.532
47 H 1.973 -6.842 2.108
48 C -1.037 -5.625 -1.766
49 C -0.674 -6.866 -2.231
50 C -1.611 -7.202 -3.229
51 C -2.471 -6.146 -3.301
52 O -2.126 -5.191 -2.434
53 H -3.339 -5.972 -3.906
54 H -1.640 -8.101 -3.810
55 H 0.167 -7.451 -1.916
56 H -0.465 -0.856 -1.351
57 H 1.677 1.513 0.530

Record 7
This record from the OMol25 dataset describes a 2-piece molecular cluster, C26H22NO3 overall in a non-equilibrium geometry. The level of theory is the ωB97M-V functional and the def2-TZVPD basis.

Calculated values
E_HOMO = -0.0859 hartree
Net charge = -1
HOMO-LUMO gap = 3.54 eV
LUMO energy = 1.2 eV

Atoms and positions in Å:
1 C 4.614 -0.392 3.348
2 C 3.328 0.372 3.157
3 O 2.264 -0.579 3.370
4 C 1.047 0.038 3.350
5 C -0.059 -0.873 3.429
6 C -1.368 -0.440 3.609
7 C -1.849 0.910 3.496
8 C -3.212 1.167 3.529
9 C -4.133 0.117 3.699
10 C -3.677 -1.194 3.904
11 C -2.328 -1.461 3.880
12 O 0.948 1.269 3.269
13 H 5.426 0.112 2.815
14 H 4.904 -0.458 4.406
15 H 4.519 -1.420 2.976
16 H 3.257 1.220 3.860
17 H 3.231 0.756 2.126
18 H 0.144 -1.935 3.392
19 H -1.125 1.717 3.380
20 H -3.584 2.190 3.411
21 H -5.199 0.316 3.628
22 H -4.389 -2.002 4.058
23 H -1.940 -2.461 4.035
24 N -4.850 -4.734 -2.481
25 C -3.981 -3.983 -2.249
26 C -2.921 -3.091 -1.927
27 C -3.107 -1.704 -1.992
28 C -2.093 -0.853 -1.592
29 C -0.876 -1.365 -1.100
30 C 0.189 -0.479 -0.670
31 C 1.490 -0.828 -0.879
32 C 2.540 0.193 -0.818
33 C 3.853 -0.122 -1.477
34 C 4.048 -1.200 -2.364
35 C 5.296 -1.424 -2.941
36 C 6.355 -0.542 -2.675
37 C 6.153 0.569 -1.853
38 C 4.908 0.783 -1.271
39 O 2.358 1.282 -0.250
40 C -0.681 -2.767 -1.087
41 C -1.708 -3.615 -1.474
42 H -4.036 -1.298 -2.387
43 H -2.189 0.235 -1.692
44 H -0.072 0.546 -0.399
45 H 1.778 -1.840 -1.155
46 H 3.215 -1.872 -2.600
47 H 5.450 -2.288 -3.588
48 H 7.324 -0.709 -3.125
49 H 6.956 1.270 -1.642
50 H 4.732 1.649 -0.638
51 H 0.285 -3.168 -0.784
52 H -1.553 -4.691 -1.448

Record 8
This record from the OMol25 dataset describes C26H23Br2CrNO2S as an isolated structure in a non-equilibrium geometry. The level of theory is the ωB97M-V functional and the def2-TZVPD basis.

Calculated values
E_HOMO (alpha / beta) = -0.2713 / -0.2749 hartree
2S+1 = 5
HOMO-LUMO gap (alpha / beta) = 6.66 / 6.68 eV
LUMO energy (alpha / beta) = -0.7 / -0.8 eV

Atoms and positions in Å:
1 Cr -0.253 -0.747 -1.740
2 C -2.775 -2.642 -0.640
3 C -2.848 -1.316 0.085
4 C -3.641 -1.004 1.180
5 C -3.724 0.252 1.695
6 C -2.932 1.288 1.093
7 C -2.755 2.607 1.533
8 Br -3.821 3.194 3.090
9 C -1.841 3.493 0.970
10 C -0.939 2.995 0.042
11 Br 0.440 4.151 -0.524
12 C -1.030 1.715 -0.489
13 O -0.152 1.196 -1.367
14 C -2.061 0.881 0.073
15 N -2.014 -0.417 -0.377
16 H -1.963 -2.613 -1.285
17 H -3.640 -2.942 -1.247
18 H -2.593 -3.487 0.026
19 H -4.102 -1.823 1.714
20 H -4.392 0.518 2.538
21 H -1.549 4.462 1.372
22 S 0.935 -0.896 -3.823
23 C 0.406 0.777 -4.184
24 C 1.316 1.803 -4.006
25 C 0.949 3.130 -4.290
26 C -0.348 3.375 -4.756
27 C -1.228 2.330 -5.058
28 C -0.818 1.026 -4.781
29 H 2.284 1.571 -3.683
30 H 1.650 3.900 -4.053
31 H -0.733 4.440 -4.816
32 H -2.213 2.521 -5.397
33 H -1.567 0.286 -4.794
34 C 3.544 0.165 4.385
35 C 2.941 -0.645 3.272
36 C 3.228 -0.425 1.933
37 C 2.625 -1.094 0.812
38 C 3.074 -0.903 -0.629
39 C 1.622 -2.049 1.158
40 C 0.908 -2.915 0.223
41 O 0.412 -2.641 -0.864
42 C 1.181 -2.161 2.500
43 C 0.118 -3.136 2.879
44 C 1.919 -1.531 3.511
45 H 4.328 0.850 4.087
46 H 3.918 -0.443 5.211
47 H 2.850 0.924 4.745
48 H 3.774 0.459 1.633
49 H 3.809 -0.114 -0.583
50 H 2.233 -0.727 -1.374
51 H 3.502 -1.873 -0.871
52 H 0.832 -3.936 0.484
53 H -0.230 -3.111 3.909
54 H 0.492 -4.118 2.692
55 H -0.722 -2.934 2.204
56 H 1.593 -1.666 4.580

| no. | E_tot (hartree) |
| --- | --- |
| 1 | -6872.54106 |
| 2 | -4473.32980 |
| 3 | -2682.06435 |
| 4 | -2686.02236 |
| 5 | -1546.89769 |
| 6 | -1558.24375 |
| 7 | -1284.44870 |
| 8 | -7800.50317 |